The following is a DFT calculation (ωB97M-V/def2-TZVPD) of 2 unconnected molecules or ions with the total composition C5H10N2O.

Each line ends with the Löwdin charge.
Positions of all 18 atoms, in Å:
C 0.014 0.460 1.384  -0.192
C 0.458 1.851 0.967  -0.143
N 0.255 -0.208 -1.577  -0.031
C -0.980 -0.118 -1.506  -0.161
C 0.826 -0.815 0.523  -0.273
C -2.211 -0.431 -1.229  0.049
O 0.858 -0.948 -2.625  -0.013
N 0.432 -2.017 0.667  0.046
H 1.802 -0.755 -2.477  0.103
H 1.124 -2.650 1.058  0.043
H 1.872 -0.508 0.637  0.090
H -1.062 0.306 1.337  0.073
H 0.341 0.261 2.406  0.090
H -3.042 0.176 -1.553  0.058
H -2.388 -1.254 -0.545  0.076
H 0.026 2.637 1.588  0.067
H 1.546 1.938 0.991  0.067
H 0.128 2.075 -0.046  0.051

Properties
- lowest unoccupied orbital energy (eV) = 0.713
- SMILES = [H]/N=C/CC.C=C=NO
- HOMO energy (eV) = -8.5
- energy relative to the best compared isomer or geometry (same formula, charge and spin) (kJ/mol) = 592.7
- strongest force on any atom (eV Å⁻¹) = 4.975
- net charge = 0
- orbital gap (eV) = 9.2